C3H16N2O3 | the ωB97M-V functional and the def2-TZVPD basis

Results
Relative energy (zero: lowest compared OMol25 entry of this formula, charge and spin) (kcal/mol): 0.0
E_tot (Ha): -459.1360
Largest force on an atom (eV Å⁻¹): 1.3
LUMO (eV): 0.71
HOMO (Eh): -0.350
SMILES string: C[C@H](N)CN.O.O.O
Orbital gap (eV): 10.2

```
24
Properties=species:S:1:pos:R:3:forces:R:3
N -1.48981 0.35884 0.55391 -0.37 0.32 -0.12
C -1.02881 -0.79976 -0.19525 0.60 -0.32 -0.52
C -1.97032 -1.98108 -0.28210 -1.13 -0.65 -0.08
C -0.54391 -0.36915 -1.58224 0.64 0.48 0.45
N 0.77460 0.29004 -1.47364 -0.24 -0.21 0.04
H -2.48208 0.49145 0.38954 0.00 0.14 0.16
H -1.34337 0.21994 1.54137 -0.23 -0.17 0.26
H -0.15084 -1.17637 0.31620 0.28 0.04 0.23
H -1.40954 -2.87785 -0.55599 0.01 0.00 0.27
H -2.55324 -2.16751 0.63127 0.64 0.01 0.16
H -2.77638 -1.94115 -1.02388 0.24 0.59 -0.32
H -1.28528 0.31383 -2.01337 -0.19 -0.36 -0.26
H -0.37059 -1.26161 -2.17562 -0.40 -0.03 -0.35
H 0.75688 0.99661 -0.74946 0.03 0.16 0.04
H 1.05112 0.74091 -2.34053 -0.09 -0.12 0.14
H -0.50689 1.94254 0.84021 0.42 0.03 0.26
H 0.22042 3.26615 0.57828 0.16 0.03 0.22
O 0.19800 2.53529 1.20814 -0.47 -0.05 -0.45
H 1.87866 -1.06842 -0.30265 0.29 -0.02 -0.12
H 2.39889 -0.49388 0.96748 0.31 0.02 -0.01
O 2.37659 -1.33560 0.48803 -0.42 -0.09 -0.02
H 2.00951 1.73807 1.72634 0.16 0.01 -0.32
H 3.43079 1.24925 2.09494 0.02 0.04 -0.02
O 2.81560 1.32946 1.35900 -0.27 0.15 0.39
```
Positions in Å, forces in eV/Å.

Partial atomic charges computed with the Mulliken method, in multiples of e: -0.614 0.666 -1.685 -0.697 -0.473 0.185 0.289 0.144 0.391 0.411 0.359 0.312 0.377 0.074 0.242 0.418 0.327 -0.692 0.338 0.387 -0.736 0.352 0.316 -0.691